# 1
ORCA calculation (ωB97M-V with the def2-TZVPD basis set) on a structure of composition C10H30Be2NO13.

Calculated values
maximum force = 4.08 eV/A
E_HOMO = -16.313 eV
total charge = +3
spin multiplicity = 1
LUMO level = -14.31 eV
HOMO-LUMO gap = 2.00 eV

Structure (XYZ):
```
56
Properties=species:S:1:pos:R:3:nbo_charge:R:1
Be 0.08386 -1.47791 4.50244 1.155
Be -4.11685 -2.65837 0.95967 1.602
N -1.14254 -0.84653 0.89740 0.734
O -1.12316 -1.21108 2.08991 -0.560
O -2.07652 -1.22045 0.14287 -0.507
O -0.17130 -0.26903 0.42871 -0.449
C -2.97229 1.78264 -0.97990 -0.071
C -2.25838 2.53226 -2.09616 -0.128
O -1.74511 3.74267 -1.49085 -0.652
O -4.11987 2.40748 -0.47846 -0.689
H -2.25258 1.38044 -0.26275 0.134
H -3.43997 0.89057 -1.41013 0.170
H -2.89154 2.99804 -2.85234 0.225
H -1.46492 2.09623 -2.70830 0.205
H -1.05914 3.53869 -0.83945 0.485
H -3.95933 3.25987 -0.05600 0.493
C 2.95167 -0.65122 2.29337 -0.088
C 4.21264 -1.47859 2.03417 -0.103
O 5.02753 -1.44147 3.23949 -0.691
O 1.80318 -1.40080 2.73195 -0.785
H 2.67376 -0.32768 1.28471 0.174
H 3.04846 0.24136 2.90499 0.224
H 4.70294 -1.14567 1.11777 0.210
H 3.89929 -2.49702 1.78281 0.178
H 5.84295 -1.92721 3.06677 0.495
H 1.58166 -2.06315 2.06906 0.500
C 3.75555 1.06179 -2.80154 -0.087
C 2.51337 0.23179 -2.35613 -0.085
O 1.83192 0.91362 -1.33343 -0.701
O 4.92558 0.86435 -2.02777 -0.627
H 3.35112 2.06715 -2.66296 0.195
H 3.91684 0.82263 -3.84975 0.217
H 2.81012 -0.72209 -1.91006 0.167
H 1.82176 0.03984 -3.18082 0.197
H 1.45201 0.29291 -0.70590 0.473
H 4.82239 1.35700 -1.20659 0.474
C 1.21584 2.73624 1.30308 -0.082
C 1.14596 4.09342 2.05987 -0.089
O 0.08225 4.16849 2.94173 -0.647
O 0.03124 2.53904 0.59242 -0.683
H 1.32275 1.88666 1.98794 0.160
H 2.19550 2.63155 0.82050 0.218
H 1.17165 4.99329 1.44284 0.212
H 2.06197 4.17414 2.65790 0.213
H -0.54113 4.89373 2.84247 0.507
H -0.10804 1.59419 0.43035 0.490
C -3.77979 -4.26225 -2.09621 -0.104
C -4.63562 -5.00753 -1.05646 -0.113
O -4.04518 -4.98729 0.25538 -0.747
O -3.31337 -3.07109 -1.48427 -0.776
H -4.39823 -4.15312 -2.99035 0.228
H -2.94311 -4.79796 -2.54838 0.221
H -4.76619 -6.04074 -1.38004 0.252
H -5.62163 -4.54864 -0.96983 0.188
H -4.51250 -5.57268 0.86546 0.532
H -2.79747 -2.45252 -2.01122 0.537
```

***

# 2
ORCA calculation (ωB97M-V with the def2-TZVPD basis set) on a cluster of 2 separate species, C4H12 in total.

Calculated values
maximum force = 1.10 eV/A
E_HOMO = -11.729 eV
SMILES = CC.CC
spin multiplicity = 1
LUMO level = 1.13 eV
HOMO-LUMO gap = 12.86 eV

Structure (XYZ):
```
16
Properties=species:S:1:pos:R:3:nbo_charge:R:1
C 1.39427 0.70712 -2.09621 -0.610
C 1.18022 1.64062 -0.86895 -0.613
H 0.43716 0.45116 -2.54978 0.203
H 2.03089 1.17967 -2.83541 0.204
H 1.86077 -0.22485 -1.79739 0.203
H 1.31564 1.08824 0.05966 0.205
H 1.96482 2.40920 -0.84543 0.203
H 0.20936 2.12346 -0.95087 0.206
C -1.39768 -0.48328 1.76719 -0.606
C -1.17453 -1.88359 1.21934 -0.605
H -0.83306 0.27966 1.22371 0.203
H -2.43821 -0.19085 1.64138 0.201
H -1.15150 -0.43873 2.82475 0.202
H -1.60263 -1.99346 0.21765 0.202
H -0.11768 -2.14710 1.14322 0.200
H -1.60591 -2.63195 1.88114 0.202
```

***

# 3
ORCA calculation (ωB97M-V with the def2-TZVPD basis set) on a cluster of 4 separate species, C30H33F4NO10PS in total.

Calculated values
maximum force = 4.16 eV/A
E_HOMO = -11.973 eV
total charge = +1
spin multiplicity = 1
LUMO level = -4.11 eV
HOMO-LUMO gap = 7.86 eV

Structure (XYZ):
```
80
Properties=species:S:1:pos:R:3:mulliken_charge:R:1
O 9.10890 -0.28507 0.43592 -0.460
C 8.07133 0.34930 0.48030 0.102
O 6.88908 -0.12372 -0.05309 -0.302
C 6.51003 0.59904 -1.21956 -0.880
C 5.02457 0.92862 -1.18496 0.031
C 4.24082 -0.22188 -1.81469 -1.495
C 2.73520 0.00262 -1.82129 -1.243
C 2.20113 0.02396 -0.39777 1.046
C 2.10083 1.41907 0.27163 -0.774
C 0.68411 1.59409 0.81247 -1.739
N -0.12290 0.66157 -0.04506 0.978
F -1.25102 0.18937 0.58388 -0.179
P -0.71814 1.47621 -1.62552 0.575
O 0.03327 0.79643 -2.82655 -0.503
O -0.26385 2.99105 -1.54243 -0.497
S -2.59515 1.34186 -1.79297 -0.214
C 0.77943 -0.52003 -0.16236 -1.589
C 0.25731 -1.76098 -0.85751 -0.660
C 0.45512 -2.94210 0.10464 -1.152
C 0.20211 -4.26064 -0.54501 0.872
F -1.03536 -4.34644 -1.05606 -0.236
F 1.09584 -4.48815 -1.52915 -0.270
F 0.34252 -5.25653 0.35797 -0.288
H 7.96790 1.31913 0.97768 0.421
H 6.72379 0.01510 -2.10394 0.369
H 7.09165 1.51084 -1.29015 0.510
H 4.73139 1.05963 -0.15350 0.051
H 4.89407 1.83913 -1.75334 0.351
H 4.61684 -0.34146 -2.81946 0.575
H 4.47862 -1.10847 -1.23932 0.448
H 2.30204 -0.78718 -2.42026 0.379
H 2.56998 0.94282 -2.34829 0.945
H 2.79657 -0.69805 0.14083 0.879
H 2.70366 1.37484 1.16546 0.536
H 2.44632 2.23609 -0.33870 0.387
H 0.59108 1.14570 1.78850 0.513
H 0.29627 2.59249 0.90870 0.414
H 0.98973 0.94793 -2.84461 0.310
H 0.65542 3.13525 -1.27083 0.399
H 0.84703 -0.83042 0.87382 0.940
H -0.79473 -1.68813 -1.08121 0.242
H 0.81298 -1.98975 -1.75172 0.428
H 1.48300 -2.92926 0.44003 0.379
H -0.16341 -2.81700 0.98001 0.423
C 3.11432 1.70606 6.25288 -0.405
C 3.11114 1.87915 4.93436 -0.327
C 2.09361 2.72883 4.27552 0.515
O 2.09081 2.88448 3.06446 -0.523
C 1.08009 3.38458 5.13140 -0.348
C 1.07843 3.21491 6.45063 -0.402
C 2.09692 2.36145 7.11835 0.270
O 2.09962 2.20593 8.31433 -0.498
H 3.84759 1.08956 6.75681 0.423
H 3.84432 1.41359 4.28729 0.448
H 0.34957 4.00322 4.62553 0.428
H 0.34688 3.68371 7.09596 0.421
C -5.20048 -2.81544 -4.85567 -0.374
C -4.34359 -1.96436 -4.29888 -0.390
C -3.02335 -2.41876 -3.80202 0.348
O -2.24758 -1.63088 -3.29240 -0.358
C -2.68778 -3.85478 -3.95262 -0.269
C -3.54211 -4.70793 -4.50946 -0.450
C -4.86859 -4.25599 -5.00590 0.292
O -5.64454 -5.03035 -5.51332 -0.524
H -6.17025 -2.50593 -5.22346 0.424
H -4.56531 -0.91100 -4.18009 0.449
H -1.71788 -4.16378 -3.58858 0.415
H -3.31792 -5.76014 -4.62925 0.423
C -5.84801 0.42528 1.82083 -0.398
C -5.67929 0.63146 0.51870 -0.208
C -6.53520 1.58491 -0.23014 0.388
O -6.37493 1.76600 -1.41722 -0.550
C -7.58802 2.30248 0.53040 -0.365
C -7.75836 2.09776 1.83398 -0.362
C -6.90140 1.14388 2.58361 0.335
O -7.04990 0.95838 3.76981 -0.534
H -5.23546 -0.26616 2.38576 0.424
H -4.91800 0.11979 -0.05736 0.424
H -8.20073 2.99329 -0.03431 0.421
H -8.52000 2.60994 2.40753 0.415
```